Density functional theory data (ωB97M-V/def2-TZVPD) for a 6-piece molecular cluster, C22H46FNO7P overall in a non-equilibrium geometry.

Each line ends with the Mulliken charge.
Positions of all 78 atoms, in Å:
C (2.98, 0.72, -0.97)  -1.458
C (1.72, 0.46, -0.14)  -0.133
C (2.03, -0.23, 1.16)  -0.263
F (3.01, 0.57, 1.82)  -0.347
P (0.55, -0.42, 2.40)  0.078
N (-0.59, -1.36, 0.96)  0.225
C (-1.96, -1.06, 1.12)  0.271
C (-2.41, 0.02, 0.15)  -0.827
O (-2.73, -1.55, 1.91)  -0.606
C (-0.33, -2.73, 0.81)  0.559
C (0.79, -3.04, -0.17)  -1.021
O (-0.93, -3.64, 1.33)  -0.652
H (3.85, 0.28, -0.48)  0.450
H (2.92, 0.32, -1.98)  0.281
H (3.19, 1.79, -1.07)  0.254
H (1.25, 1.42, 0.13)  0.375
H (0.97, -0.11, -0.69)  0.298
H (2.53, -1.20, 1.01)  0.301
H (0.06, 0.88, 1.88)  0.048
H (-0.62, -0.50, 3.24)  0.155
H (0.97, -1.73, 2.83)  -0.324
H (1.31, 0.23, 3.45)  -0.072
H (-1.58, 0.53, -0.33)  0.148
H (-3.02, 0.74, 0.70)  0.301
H (-3.06, -0.44, -0.60)  0.183
H (0.30, -3.30, -1.12)  0.271
H (1.35, -3.90, 0.18)  0.241
H (1.45, -2.20, -0.37)  0.226
C (-6.60, -0.38, -1.86)  -1.274
C (-5.88, 0.91, -1.61)  1.074
O (-4.74, 1.09, -2.00)  -0.542
C (-6.63, 1.98, -0.86)  -1.348
H (-5.96, -1.06, -2.41)  0.284
H (-6.89, -0.83, -0.91)  0.408
H (-7.51, -0.20, -2.44)  0.365
H (-6.93, 1.61, 0.12)  0.378
H (-7.55, 2.25, -1.39)  0.365
H (-6.01, 2.86, -0.74)  0.327
C (2.14, -3.41, 5.65)  -1.155
C (3.17, -3.45, 4.54)  0.830
O (2.93, -3.01, 3.45)  -0.398
C (4.51, -4.06, 4.90)  -1.237
H (1.23, -2.94, 5.26)  0.246
H (1.92, -4.42, 6.00)  0.423
H (2.52, -2.84, 6.50)  0.325
H (4.38, -5.09, 5.22)  0.378
H (4.97, -3.51, 5.72)  0.317
H (5.17, -4.03, 4.03)  0.291
C (6.00, 2.14, 5.13)  -1.114
C (5.55, 0.72, 5.42)  0.707
O (6.24, -0.03, 6.07)  -0.591
C (4.22, 0.34, 4.85)  -0.380
H (6.97, 2.32, 5.59)  0.319
H (6.06, 2.29, 4.05)  0.297
H (5.27, 2.85, 5.52)  0.308
H (4.21, 0.44, 3.76)  0.075
H (3.43, 1.00, 5.22)  0.414
H (3.97, -0.69, 5.10)  -0.059
C (-4.39, 0.98, -7.29)  -1.156
C (-4.83, 1.07, -5.84)  0.864
O (-5.59, 0.26, -5.37)  -0.524
C (-4.28, 2.23, -5.05)  -0.550
H (-4.85, 0.12, -7.76)  0.317
H (-4.67, 1.89, -7.82)  0.323
H (-3.30, 0.90, -7.34)  0.276
H (-4.59, 3.16, -5.52)  0.346
H (-3.19, 2.20, -5.04)  0.147
H (-4.65, 2.18, -4.03)  -0.044
C (1.11, 1.38, -5.43)  -1.234
C (0.93, 1.71, -3.96)  0.919
O (0.78, 0.85, -3.13)  -0.465
C (0.97, 3.17, -3.59)  -1.152
H (1.06, 0.30, -5.57)  0.307
H (0.32, 1.86, -6.01)  0.320
H (2.06, 1.76, -5.79)  0.345
H (0.18, 3.72, -4.11)  0.374
H (1.93, 3.61, -3.88)  0.329
H (0.84, 3.27, -2.51)  0.260

Properties
Multiplicity: 1
Charge: -1
Relative energy (zero: lowest compared OMol25 entry of this formula, charge and spin), kJ/mol: 0.0
LUMO level, eV: 2.1
HOMO, eV: -3.9
Kohn-Sham gap, eV: 5.985